[1]
Below is a molecular structure, C15H31HgNO2P2 at a distorted geometry, with properties calculated with ωB97M-V with the def2-TZVPD basis set.

```
! wB97M-V def2-TZVPD RIJCOSX def2/J DEFGRID3
* xyz 0 1
P 0.615 -1.707 -1.187
P 0.831 1.788 -0.303
C 0.796 -0.263 -2.273
C 1.600 0.924 -1.762
H -0.207 0.017 -2.639
H 1.342 -0.676 -3.135
H 2.628 0.653 -1.470
H 1.650 1.655 -2.589
C 0.260 3.186 -1.416
H -0.143 4.032 -0.845
H -0.509 2.849 -2.126
H 1.119 3.546 -2.000
C 2.011 2.775 0.680
H 2.422 3.616 0.102
H 2.868 2.126 0.967
H 1.527 3.144 1.604
C -0.055 -2.770 -2.531
H -0.119 -3.827 -2.247
H 0.638 -2.675 -3.383
H -1.047 -2.451 -2.871
C 2.231 -2.415 -0.932
H 2.975 -1.619 -0.843
H 2.468 -3.027 -1.811
H 2.257 -3.052 -0.043
Hg 3.224 0.167 2.011
C -1.525 1.153 -0.294
C -2.272 0.564 -1.277
C -3.543 -0.092 -0.836
C -3.428 -1.383 0.045
C -2.290 -2.257 -0.276
C -0.945 -1.999 0.105
C -0.637 -0.894 1.155
C -1.384 0.438 1.066
C 2.531 -0.558 3.946
H -1.636 2.254 -0.142
H -2.167 0.843 -2.343
H -4.129 -0.309 -1.740
H -4.125 0.614 -0.207
H -3.409 -1.115 1.115
H -4.365 -1.937 -0.112
H -2.503 -3.257 -0.666
H -0.516 -2.954 0.471
H 0.440 -0.668 1.205
H -0.836 -1.296 2.158
H -2.396 0.312 1.470
H -0.899 1.119 1.773
H 3.057 -0.118 4.818
H 2.636 -1.666 3.869
H 1.478 -0.213 3.879
O -0.078 1.525 3.762
N 0.297 2.614 4.262
O 1.261 3.285 3.838
*
```

Calculated values
- total energy (a.u.) = -1631.06901
- frontier orbital gap (spin up / spin down) (eV) = 5.033 / 4.010
- lowest unoccupied orbital energy (spin up / spin down) (hartree) = -0.0269 / -0.0645
- relative energy (zero: lowest compared OMol25 entry of this formula, charge and spin) (kJ/mol) = 54.3

Mulliken atomic charge list, values in e, 8 entries:
1. P 1.395
2. P 1.021
3. C -1.106
4. C -1.326
5. H 0.438
6. H 0.607
7. H 0.334
8. H 0.611

[2]
Below is C3H5ClF2N2 in the gas phase at a distorted geometry, with properties calculated with ωB97M-V with the def2-TZVPD basis set.

```
! wB97M-V def2-TZVPD RIJCOSX def2/J DEFGRID3
* xyz 0 1
H -0.689 -2.333 0.898
N -0.151 -2.164 0.027
C 0.063 -0.966 -0.062
N -0.159 -0.048 0.985
C -0.213 1.370 0.843
C 0.604 -0.312 -1.302
F 1.673 0.372 -1.051
F -0.305 0.595 -1.767
Cl 0.740 -1.563 -2.520
H -0.870 -0.400 1.616
H 0.917 1.782 0.570
H -0.713 1.904 1.836
H -0.897 1.763 -0.074
*
```

Calculated values
- SMILES string = [H]/N=C(\NC)C(F)(F)Cl
- total energy (a.u.) = -886.69407
- frontier orbital gap (eV) = 10.269
- lowest unoccupied orbital energy (hartree) = 0.0272
- relative energy (zero: lowest compared OMol25 entry of this formula, charge and spin) (kJ/mol) = 111.2

Mulliken atomic charge list, values in e, 8 entries:
1. H 0.217
2. N -0.552
3. C 0.007
4. N -0.278
5. C -0.678
6. C 0.914
7. F -0.210
8. F -0.254

[3]
Below is a molecular structure, C2HAgMgO2 at a distorted geometry, with properties calculated with ωB97M-V with the def2-TZVPD basis set.

```
! wB97M-V def2-TZVPD RIJCOSX def2/J DEFGRID3
* xyz 1 2
O 0.268 -1.995 -1.587
C 0.414 -1.197 -0.745
C 0.489 -0.231 0.160
H 1.457 -0.135 0.664
Mg -1.615 0.304 1.950
Ag -0.372 2.607 -0.760
O -0.642 0.648 0.317
*
```

Calculated values
- ⟨S²⟩ = 0.751
- total energy (a.u.) = -574.00601
- frontier orbital gap (spin up / spin down) (eV) = 5.604 / 6.540
- lowest unoccupied orbital energy (spin up / spin down) (hartree) = -0.2082 / -0.2149
- relative energy (zero: lowest compared OMol25 entry of this formula, charge and spin) (kJ/mol) = 0.0

Atom-resolved charges from Mulliken, all expressed in e:
1. O -0.301
2. C 0.652
3. C -0.428
4. H 0.409
5. Mg 0.567
6. Ag 0.718
7. O -0.617

[4]
Below is C3H7NO in the gas phase, with properties calculated with ωB97M-V with the def2-TZVPD basis set.

```
! wB97M-V def2-TZVPD RIJCOSX def2/J DEFGRID3
* xyz 0 1
C 0.836 0.247 -1.919
C 0.252 0.049 -0.543
N 0.795 0.633 0.447
O 0.264 0.498 1.699
C -0.884 -0.286 1.840
H 1.830 -0.227 -1.980
H 0.190 -0.196 -2.693
H 0.943 1.339 -2.096
H -0.623 -0.603 -0.455
H -1.746 0.132 1.282
H -0.747 -1.328 1.516
H -1.110 -0.258 2.902
*
```

Calculated values
- SMILES string = C/C=N/OC
- total energy (a.u.) = -248.41572
- frontier orbital gap (eV) = 10.575
- lowest unoccupied orbital energy (hartree) = 0.0365
- relative energy (zero: lowest compared OMol25 entry of this formula, charge and spin) (kJ/mol) = 290.8

Mulliken atomic charge list, values in e, 8 entries:
1. C -0.825
2. C 0.092
3. N -0.381
4. O -0.177
5. C -0.696
6. H 0.235
7. H 0.298
8. H 0.243

[5]
Below is C11H14O2 in the gas phase at a distorted geometry, with properties calculated with ωB97M-V with the def2-TZVPD basis set.

```
! wB97M-V def2-TZVPD RIJCOSX def2/J DEFGRID3
* xyz 0 1
C -3.914 0.570 -1.397
O -3.065 -0.445 -1.849
C -1.828 -0.492 -1.261
C -1.224 -1.748 -1.110
C 0.029 -1.906 -0.607
C 0.805 -0.770 -0.086
C 0.169 0.463 -0.119
C -1.168 0.621 -0.610
C 0.822 1.651 0.357
C 1.794 1.416 1.594
C 2.295 -0.006 1.786
C 2.072 -0.841 0.532
O 2.175 -2.340 0.613
H -4.810 0.534 -2.046
H -4.342 0.516 -0.370
H -3.628 1.646 -1.577
H -1.815 -2.658 -1.390
H 0.540 -2.808 -0.561
H -1.597 1.580 -0.426
H 1.587 2.049 -0.381
H 0.178 2.574 0.256
H 1.336 1.763 2.509
H 2.703 1.900 1.509
H 1.781 -0.588 2.511
H 3.384 -0.065 2.209
H 2.701 -0.232 -0.218
H 3.016 -2.384 0.134
*
```

Calculated values
- SMILES string = COc1ccc2c(c1)CCC[C@H]2O
- total energy (a.u.) = -577.92720
- frontier orbital gap (eV) = 8.826
- lowest unoccupied orbital energy (hartree) = 0.0285
- relative energy (zero: lowest compared OMol25 entry of this formula, charge and spin) (kJ/mol) = 305.6

Mulliken atomic charge list, values in e, 8 entries:
1. C -0.803
2. O -0.424
3. C 0.416
4. C -0.478
5. C -0.788
6. C 0.323
7. C 0.801
8. C -0.631

[6]
Below is a molecular structure, CH4N3O2 at a distorted geometry, with properties calculated with ωB97M-V with the def2-TZVPD basis set.

```
! wB97M-V def2-TZVPD RIJCOSX def2/J DEFGRID3
* xyz -1 1
C -0.560 -0.544 0.562
N -0.181 -0.950 -0.723
N 1.295 0.221 -2.488
N 0.817 0.413 -1.353
O 0.959 1.444 -0.644
O 2.056 1.328 -2.922
H -1.648 -0.684 0.716
H -0.034 -1.098 1.377
H -0.350 0.526 0.726
H 1.989 1.959 -2.168
*
```

Calculated values
- total energy (a.u.) = -355.07678
- frontier orbital gap (eV) = 6.986
- lowest unoccupied orbital energy (hartree) = 0.1654
- relative energy (zero: lowest compared OMol25 entry of this formula, charge and spin) (kJ/mol) = 462.1

Mulliken atomic charge list, values in e, 8 entries:
1. C -0.641
2. N -0.496
3. N -0.372
4. N 0.759
5. O -0.810
6. O -0.396
7. H 0.210
8. H 0.171